# 1
Density functional theory data (ωB97M-V with the def2-TZVPD basis set) for a 3-piece molecular cluster, C31H66N3O4P overall.

Each line ends with the Löwdin charge.
Positions of all 105 atoms, in Å:
C 0.243 1.487 3.001  -0.108
C -1.045 1.021 3.715  -0.249
C -1.899 0.032 2.904  -0.216
C -2.891 0.692 1.942  -0.214
C -2.313 1.791 1.049  -0.220
C -3.378 2.478 0.181  -0.207
C -3.168 3.990 0.006  -0.272
C -1.745 4.400 -0.403  -0.423
P -1.494 6.208 -0.143  0.903
O -1.397 6.332 1.496  -0.453
C -0.450 5.686 2.331  -0.265
C 0.734 6.583 2.663  -0.205
N 1.636 6.933 1.562  -0.050
C 2.819 6.076 1.447  -0.188
C 2.614 4.815 0.605  -0.410
C 2.798 5.060 -0.902  -0.040
O 3.564 3.865 1.097  -0.051
H 0.298 1.098 1.980  0.058
H 0.309 2.577 2.932  0.049
H 1.136 1.142 3.528  0.067
H -0.781 0.553 4.667  0.096
H -1.659 1.892 3.970  0.103
H -2.464 -0.602 3.594  0.104
H -1.240 -0.633 2.331  0.106
H -3.728 1.124 2.509  0.115
H -3.318 -0.083 1.294  0.092
H -1.534 1.368 0.402  0.114
H -1.818 2.542 1.680  0.090
H -4.361 2.330 0.649  0.110
H -3.439 1.988 -0.798  0.095
H -3.862 4.375 -0.750  0.103
H -3.437 4.491 0.945  0.101
H -1.000 3.797 0.121  0.049
H -1.575 4.232 -1.478  0.082
H -0.123 6.202 -0.493  -0.071
H -0.977 5.485 3.271  0.123
H -0.149 4.718 1.926  0.074
H 1.287 6.108 3.495  0.119
H 0.304 7.512 3.050  0.122
H 1.965 7.873 1.729  0.103
H 3.206 5.765 2.430  0.117
H 3.603 6.670 0.967  0.122
H 1.610 4.423 0.778  0.110
H 3.675 4.511 -1.244  0.078
H 2.943 6.119 -1.129  0.075
H 1.943 4.710 -1.484  0.065
H 3.290 2.988 0.831  0.081
C 5.772 -2.839 0.061  -0.024
C 4.492 -3.056 -0.769  -0.474
C 3.520 -1.872 -0.637  -0.131
C 2.789 -1.801 0.701  -0.168
C 2.111 -3.132 1.019  -0.128
C 3.079 -4.319 0.993  -0.486
N 3.759 -4.299 -0.348  -0.120
O 3.082 -4.843 -1.273  -0.027
C 4.068 -4.246 2.159  -0.033
C 2.314 -5.633 1.109  -0.037
C 4.885 -3.229 -2.234  -0.046
H 6.077 -3.752 0.570  0.078
H 6.589 -2.549 -0.599  0.080
H 5.658 -2.053 0.808  0.077
H 2.777 -1.953 -1.437  0.120
H 4.087 -0.954 -0.817  0.124
H 3.469 -1.510 1.506  0.104
H 2.030 -1.018 0.645  0.106
H 1.627 -3.101 1.999  0.127
H 1.326 -3.316 0.282  0.092
H 4.804 -5.049 2.092  0.092
H 3.506 -4.379 3.085  0.090
H 4.596 -3.300 2.233  0.060
H 1.549 -5.721 0.342  0.076
H 1.839 -5.672 2.091  0.089
H 2.991 -6.484 1.017  0.092
H 5.506 -4.116 -2.366  0.094
H 5.461 -2.352 -2.536  0.088
H 4.016 -3.322 -2.878  0.076
C -5.239 -3.088 -2.201  -0.024
C -4.306 -1.864 -2.149  -0.469
C -3.989 -1.320 -3.552  -0.131
C -3.014 -2.175 -4.358  -0.171
C -1.740 -2.458 -3.564  -0.128
C -2.033 -3.095 -2.202  -0.484
N -2.993 -2.185 -1.490  -0.109
O -2.422 -1.185 -0.945  -0.032
C -2.576 -4.518 -2.373  -0.032
C -0.779 -3.189 -1.342  -0.050
C -4.983 -0.777 -1.320  -0.039
H -4.929 -3.858 -1.497  0.078
H -6.249 -2.788 -1.924  0.081
H -5.291 -3.534 -3.194  0.078
H -3.563 -0.318 -3.437  0.123
H -4.936 -1.206 -4.087  0.125
H -3.485 -3.111 -4.672  0.103
H -2.756 -1.645 -5.276  0.113
H -1.071 -3.122 -4.118  0.126
H -1.202 -1.520 -3.399  0.125
H -2.862 -4.940 -1.408  0.092
H -1.775 -5.134 -2.787  0.093
H -3.424 -4.591 -3.046  0.059
H -0.288 -2.229 -1.210  0.074
H -0.073 -3.882 -1.808  0.092
H -1.036 -3.583 -0.356  0.094
H -5.137 -1.111 -0.292  0.094
H -5.958 -0.568 -1.767  0.092
H -4.404 0.141 -1.297  0.052

Results
**Charge**: 0
**E_tot**: -55163.4930 eV
**Frontier orbital gap (alpha / beta)**: 0.30774 / 0.33311 hartree
**Multiplicity**: 3
**HOMO level (alpha / beta)**: -7.96 / -8.67 eV



# 2
Density functional theory data (ωB97M-V with the def2-TZVPD basis set) for a 6-piece molecular cluster, C31H67Br2IN7O8 overall in a non-equilibrium geometry.

Each line ends with the Löwdin charge.
Positions of all 116 atoms, in Å:
C 4.301 -2.627 2.319  -0.129
C 4.774 -2.222 0.788  -0.586
Br 6.754 -2.312 0.340  0.641
C 3.802 -1.797 -0.298  -0.549
Br 4.551 -1.303 -2.110  0.670
C 2.188 -1.695 -0.032  -0.090
N 1.239 -2.530 0.813  0.119
C -0.148 -1.933 0.714  -0.030
C -1.581 -2.327 1.406  -0.112
C -1.731 -3.898 1.853  -0.634
O -2.677 -4.640 1.219  -0.091
I -0.450 -4.720 3.470  0.816
C 0.089 -0.654 -0.283  -0.056
C -0.914 0.514 -0.846  -0.072
C -0.336 2.051 -0.540  -0.160
O -0.773 2.584 0.763  -0.124
C -0.050 1.970 1.887  -0.142
O -0.728 1.383 2.876  -0.030
N 1.526 -0.502 -0.745  0.128
H 4.210 -3.811 2.427  0.111
H 3.230 -2.194 2.606  0.082
H 5.052 -2.159 3.090  0.098
H 1.506 -3.365 1.384  0.105
H -1.663 -1.687 2.408  0.136
H -2.524 -2.009 0.762  0.141
H -1.996 0.477 -0.395  0.115
H -0.997 0.437 -2.022  0.141
H 0.837 2.112 -0.656  0.125
H -0.804 2.774 -1.364  0.122
H 1.131 1.948 1.898  0.164
H 1.989 0.213 -1.362  0.147
C -1.274 6.802 -4.842  -0.072
C -0.039 5.914 -4.964  -0.428
C -0.364 4.402 -4.963  -0.193
O -0.678 3.866 -3.674  -0.219
C -2.018 4.088 -3.259  -0.108
N 0.907 6.260 -3.893  0.038
H -1.670 6.838 -3.824  0.065
H -1.028 7.832 -5.123  0.081
H -2.071 6.460 -5.509  0.079
H 0.432 6.146 -5.926  0.137
H 0.535 3.864 -5.292  0.120
H -1.151 4.157 -5.687  0.120
H -2.722 4.059 -4.096  0.098
H -2.091 5.039 -2.729  0.083
H -2.288 3.298 -2.552  0.066
H 1.772 5.737 -4.038  0.069
H 0.534 5.875 -3.020  0.061
C 1.460 5.573 1.254  -0.064
C 2.633 4.777 0.689  -0.437
C 3.965 5.025 1.435  -0.197
O 4.597 6.269 1.115  -0.189
C 4.071 7.389 1.814  -0.100
N 2.759 5.066 -0.747  0.042
H 1.485 6.626 0.961  0.072
H 0.513 5.163 0.888  0.066
H 1.442 5.521 2.347  0.084
H 2.388 3.715 0.805  0.101
H 4.675 4.248 1.123  0.120
H 3.847 4.918 2.520  0.119
H 3.756 7.132 2.830  0.092
H 3.243 7.823 1.252  0.075
H 4.858 8.146 1.876  0.093
H 3.477 4.456 -1.142  0.073
H 3.162 6.003 -0.835  0.081
C -6.119 -3.703 4.588  -0.062
C -4.883 -4.591 4.466  -0.428
C -5.209 -6.103 4.467  -0.192
O -5.523 -6.639 5.756  -0.192
C -6.863 -6.417 6.171  -0.104
N -3.937 -4.245 5.537  0.037
H -6.514 -3.667 5.606  0.069
H -5.873 -2.673 4.307  0.057
H -6.915 -4.045 3.921  0.084
H -4.412 -4.359 3.504  0.115
H -4.310 -6.641 4.138  0.120
H -5.996 -6.348 3.743  0.121
H -7.566 -6.446 5.333  0.092
H -6.936 -5.466 6.701  0.073
H -7.132 -7.207 6.878  0.090
H -3.073 -4.768 5.392  0.021
H -4.310 -4.630 6.409  0.076
C -5.473 2.183 2.235  -0.067
C -4.970 1.131 3.221  -0.418
C -4.039 0.078 2.578  -0.209
O -4.717 -0.912 1.798  -0.215
C -5.048 -0.495 0.481  -0.103
N -6.124 0.499 3.877  0.045
H -6.267 1.806 1.586  0.066
H -5.886 3.042 2.777  0.082
H -4.658 2.551 1.605  0.075
H -4.387 1.658 3.986  0.140
H -3.546 -0.476 3.388  0.118
H -3.238 0.549 1.994  0.093
H -4.292 0.173 0.057  0.073
H -6.028 -0.017 0.477  0.081
H -5.115 -1.387 -0.148  0.091
H -5.783 -0.129 4.606  0.068
H -6.554 -0.132 3.195  0.071
C 7.740 -5.435 -4.496  -0.070
C 6.530 -4.532 -4.268  -0.431
C 5.431 -4.690 -5.345  -0.198
O 5.730 -4.051 -6.590  -0.195
C 6.582 -4.802 -7.443  -0.103
N 6.985 -3.138 -4.165  0.035
H 8.396 -5.068 -5.289  0.067
H 8.345 -5.493 -3.584  0.078
H 7.428 -6.452 -4.750  0.081
H 6.088 -4.821 -3.307  0.130
H 4.523 -4.196 -4.974  0.115
H 5.167 -5.743 -5.503  0.119
H 6.407 -5.879 -7.360  0.092
H 7.626 -4.565 -7.229  0.074
H 6.382 -4.497 -8.474  0.090
H 6.189 -2.552 -3.912  -0.015
H 7.226 -2.826 -5.110  0.077

Results
**Charge**: +1
**E_tot**: -208209.8250 eV
**Frontier orbital gap**: 0.22963 hartree
**HOMO level**: -10.82 eV